# 1
Entry from OMol25: a structure of composition C16H30O2Si2V (ωB97M-V/def2-TZVPD).

The geometry in XYZ format:
```
51
Properties=species:S:1:pos:R:3:forces:R:3
V -0.378506 -0.108470 0.275818 0.86 0.33 0.18
C 0.629801 -3.130574 -0.482974 0.04 -0.02 0.01
C -0.397544 -2.359675 -1.027188 -0.02 0.04 -0.01
C -0.098182 -1.320181 -1.920889 -0.10 0.03 0.01
C 1.234257 -1.053169 -2.250161 0.06 -0.01 0.01
C 2.245394 -1.840476 -1.725448 -0.04 0.00 0.00
C 1.942490 -2.879738 -0.848296 -0.01 0.01 -0.01
H 0.395804 -3.942711 0.192413 -0.01 0.00 0.00
H -1.428009 -2.619520 -0.817525 -0.01 0.01 -0.03
H -0.892234 -0.795349 -2.436433 0.00 0.00 -0.01
H 1.470592 -0.248389 -2.932769 -0.01 0.01 0.00
H 3.272951 -1.647589 -2.003598 0.00 0.00 0.00
H 2.737332 -3.499540 -0.454086 0.00 0.00 0.00
C 0.421441 0.160005 4.036981 -0.03 -0.02 0.03
Si -0.982196 -0.893069 3.407033 0.02 0.03 0.01
C -2.421664 -0.816344 4.591937 -0.03 -0.02 0.00
C -0.367215 -2.643954 3.203900 0.05 0.01 -0.07
C -1.618633 -0.193955 1.746638 -0.24 -0.12 -0.09
Si -3.227515 -0.928130 1.007179 -0.05 0.07 -0.16
C -4.650265 0.018691 1.740307 0.01 0.01 0.08
C -3.246038 -0.583398 -0.866548 -0.09 -0.01 0.05
C -3.441824 -2.761424 1.263877 0.07 -0.01 0.10
H 0.606131 -0.092567 5.083990 0.03 0.02 0.00
H 0.214540 1.229944 3.984194 -0.02 0.00 -0.01
H 1.333591 -0.046018 3.477320 0.01 0.04 0.01
H -2.093387 -1.115911 5.589726 0.00 0.00 0.00
H -3.236997 -1.482314 4.301990 0.00 0.01 0.00
H -2.819351 0.198108 4.665434 0.00 -0.01 0.02
H 0.119125 -2.964649 4.127916 -0.01 0.00 0.01
H 0.384273 -2.700671 2.411252 0.01 -0.03 0.01
H -1.161414 -3.357831 2.985576 -0.01 0.00 -0.01
H -1.978520 0.821316 1.969435 0.11 0.05 -0.04
H -4.611152 1.073836 1.461308 0.00 0.00 -0.01
H -4.662584 -0.041437 2.829151 -0.01 -0.01 0.00
H -5.592898 -0.391952 1.370519 0.00 0.02 -0.01
H -2.523475 0.128203 -1.273380 0.00 0.01 0.01
H -4.221683 -0.126587 -1.054214 0.01 0.00 -0.05
H -3.204676 -1.492416 -1.467219 0.02 0.00 -0.01
H -3.793123 -2.969597 2.276552 0.03 -0.04 0.00
H -2.525464 -3.332731 1.108373 -0.01 -0.02 -0.02
H -4.196600 -3.139889 0.571168 -0.02 0.01 0.01
C 3.610454 -0.079616 1.426576 -0.07 -0.05 0.06
C 2.524773 0.420048 0.528158 0.34 0.41 -0.28
O 2.659736 1.202504 -0.368565 -0.04 -0.08 0.08
O 1.306206 -0.116674 0.812176 -0.75 -0.40 0.17
H 4.557957 0.374106 1.155682 -0.02 0.02 -0.05
H 3.673070 -1.165665 1.343150 0.00 0.00 0.04
H 3.368592 0.162434 2.461916 0.00 -0.04 0.00
C -0.490022 1.550918 -0.359161 -0.12 -0.21 -0.08
H 0.401117 2.118824 -0.624636 0.01 -0.07 -0.12
H -1.448746 2.062647 -0.443546 0.02 0.06 0.14
```
Forces are in eV/Å.

Results
E_HOMO (alpha / beta): -12.74 / -12.84 eV
Kohn-Sham gap (alpha / beta): 0.313 / 0.311 Ha
Largest force on an atom: 0.018 Eh/bohr
Total charge: +1
Spin multiplicity: 1

For each atom in turn, the Löwdin charge in e is: 0.83 -0.06 -0.13 -0.14 -0.05 -0.05 -0.04 0.12 0.09 0.11 0.13 0.13 0.12 -0.16 0.44 -0.17 -0.16 -0.41 0.44 -0.16 -0.17 -0.17 0.05 0.05 0.01 0.04 0.03 0.04 0.05 0.02 0.03 0.05 0.05 0.03 0.05 0.00 0.05 0.04 0.04 0.02 0.05 0.04 -0.57 0.12 -0.18 0.10 0.09 0.09 -0.01 0.03 0.04

=====

# 2
Entry from OMol25: a structure of composition C39H42AsBaCl3N6O3Si in a non-equilibrium geometry (ωB97M-V/def2-TZVPD).

The geometry in XYZ format:
```
96
Properties=species:S:1:pos:R:3:forces:R:3
Ba -0.214000 -0.312238 -0.340832 -0.32 0.87 1.41
C 0.472218 2.320060 2.991264 0.01 0.00 -0.03
N 0.053253 0.927913 3.139104 0.01 -0.01 0.03
C -1.229035 0.865473 3.808135 0.00 0.00 0.01
C -2.411024 1.361183 3.001802 -0.04 -0.02 -0.01
C -3.665684 1.369175 3.608419 0.00 0.02 0.00
C -4.759404 1.781759 2.871998 -0.02 0.00 0.00
C -4.570550 2.165213 1.553944 0.01 0.01 -0.01
C -3.289891 2.104460 1.034264 0.04 0.02 -0.01
N -2.225838 1.729268 1.743234 0.01 -0.02 -0.03
C 1.038886 0.127129 3.847703 0.01 0.03 -0.01
C 2.170577 -0.412792 3.000794 -0.01 0.01 0.00
C 3.447107 -0.542055 3.527908 0.01 0.01 0.02
C 4.434997 -1.135992 2.757679 0.03 -0.02 0.03
C 4.112983 -1.600261 1.496533 -0.03 -0.01 0.00
C 2.810514 -1.428927 1.052619 0.00 0.03 -0.09
N 1.860869 -0.838287 1.780581 0.02 -0.15 -0.15
C 1.692863 2.494659 2.129203 0.04 0.06 -0.02
C 2.943213 2.723635 2.682464 -0.06 0.05 0.03
C 4.037107 2.873004 1.842728 0.05 0.02 0.00
C 3.840910 2.803014 0.478764 -0.02 0.05 0.00
C 2.551261 2.573829 0.012932 -0.03 0.01 -0.02
N 1.495373 2.428124 0.808549 0.03 -0.17 0.00
H -0.345541 2.852570 2.511170 0.01 0.03 0.02
H 0.656910 2.769900 3.985068 0.01 -0.03 0.02
H -1.429429 -0.178860 4.060131 -0.01 0.00 -0.02
H -1.213633 1.421101 4.767317 0.01 -0.03 0.01
H -3.773333 1.044848 4.637024 0.01 0.00 0.00
H -5.748261 1.787683 3.314850 0.00 0.00 0.00
H -5.397517 2.468749 0.926728 0.00 0.00 0.00
H -3.100175 2.346507 -0.004239 -0.01 0.00 0.02
H 1.462254 0.674902 4.708762 0.00 0.00 0.01
H 0.524429 -0.744949 4.260334 -0.02 -0.01 -0.01
H 3.665776 -0.157570 4.517454 -0.01 0.00 0.00
H 5.448838 -1.217167 3.129106 0.00 0.01 -0.01
H 4.853211 -2.044333 0.846357 0.00 -0.01 0.00
H 2.514629 -1.772301 0.062706 0.01 -0.01 0.06
H 3.055776 2.764273 3.759808 -0.01 0.00 0.00
H 5.031039 3.019608 2.246687 0.00 -0.01 -0.01
H 4.661178 2.885044 -0.220730 -0.03 0.05 0.03
H 2.368938 2.487074 -1.053136 0.00 -0.01 0.00
N -0.969096 -2.679500 1.184941 0.11 -0.12 -0.24
C -0.186868 -3.840473 0.722872 -0.09 0.04 0.12
C 0.184498 -3.828207 -0.770083 0.02 0.12 -0.07
O 0.343313 -4.948465 -1.295344 0.07 -0.01 -0.05
N 0.326206 -2.625759 -1.303403 0.08 -0.35 -0.22
C 0.680717 -2.582640 -2.719112 -0.02 0.00 0.00
C 0.318578 -1.230995 -3.362903 0.12 0.12 0.12
O -0.155133 -1.219440 -4.497799 0.00 0.10 -0.12
O 0.550908 -0.174289 -2.645734 0.04 -0.32 -0.63
H -1.132880 -2.738563 2.182318 -0.03 0.01 0.00
H -1.878777 -2.648468 0.728465 0.00 0.00 0.02
H -0.685185 -4.798433 0.899379 -0.03 0.01 0.02
H 0.752878 -3.854924 1.285375 0.00 -0.01 0.01
H 0.195625 -3.372069 -3.294687 -0.02 -0.03 0.04
H 1.765186 -2.709739 -2.855324 0.00 -0.03 -0.01
C -1.897112 1.939788 -3.627645 -0.01 -0.01 0.00
As -0.758225 2.629504 -2.203130 -0.01 -0.10 -0.10
C 0.753933 3.185542 -3.308337 0.02 -0.01 0.00
C -1.599166 4.422142 -1.899007 -0.01 0.04 -0.04
C -1.824090 5.259743 -3.111722 -0.01 -0.02 0.04
C -3.004031 5.154425 -3.849653 -0.02 -0.02 0.01
C -3.205104 5.908286 -4.995524 0.01 0.02 -0.01
C -2.226479 6.789944 -5.435280 -0.01 -0.01 0.01
C -1.046797 6.905167 -4.713003 0.00 0.00 0.00
C -0.850996 6.149566 -3.566750 0.03 0.01 0.00
H -2.016185 2.657393 -4.440561 0.01 0.00 0.00
H -2.870359 1.666434 -3.217341 0.00 0.00 0.00
H -1.407624 1.034199 -3.993653 0.01 0.00 -0.01
H 0.421235 3.671154 -4.226111 -0.01 0.00 0.00
H 1.306344 2.277310 -3.550707 -0.02 -0.01 0.00
H 1.404959 3.863712 -2.754512 0.00 0.00 0.00
H -0.937989 4.923545 -1.189543 0.00 0.01 0.00
H -2.541132 4.222127 -1.384149 0.00 0.01 -0.01
H -3.769079 4.461278 -3.518872 0.00 0.00 0.00
H -4.128915 5.801862 -5.551387 0.00 0.00 0.00
H -2.379245 7.375850 -6.333029 0.00 0.00 0.00
H -0.271064 7.584140 -5.046154 0.00 0.00 0.00
H 0.076446 6.241014 -3.013086 0.00 0.00 0.00
C -3.103921 -0.551606 -0.345898 -0.04 -0.15 -0.10
C -4.154239 -1.193178 -0.319722 -0.11 0.00 0.04
C -5.382454 -1.927371 -0.293899 0.08 0.03 0.02
C -5.437089 -3.265459 -0.709623 0.00 -0.02 -0.02
C -6.625000 -3.977243 -0.672551 -0.01 0.01 0.00
C -7.796125 -3.378657 -0.222611 0.01 -0.01 0.00
C -7.759596 -2.052567 0.189678 0.00 0.01 0.00
C -6.572364 -1.338498 0.155127 -0.03 0.02 0.02
H -4.528004 -3.731473 -1.067656 0.00 0.00 0.00
H -6.636890 -5.009880 -1.001382 0.00 0.00 0.00
H -8.724103 -3.937128 -0.195945 0.00 0.00 0.00
H -8.665050 -1.570134 0.541110 0.00 0.00 0.00
H -6.543033 -0.305312 0.478848 0.00 0.00 0.00
Cl 5.292371 1.985383 -2.719152 0.04 0.06 -0.06
Si 4.738438 0.287067 -1.431723 0.02 -0.11 0.04
Cl 5.678947 -1.302022 -2.567416 0.08 -0.07 -0.06
Cl 6.420457 0.546280 0.045419 0.06 0.04 0.01
```
Forces are in eV/Å.

Results
E_HOMO: -2.65 eV
Kohn-Sham gap: 0.229 Ha
Largest force on an atom: 0.033 Eh/bohr
Total charge: -2
Spin multiplicity: 1

For each atom in turn, the Löwdin charge in e is: 1.57 -0.14 -0.15 -0.15 -0.26 -0.04 -0.08 -0.07 -0.16 0.11 -0.14 -0.29 -0.04 -0.07 -0.10 -0.16 0.05 -0.29 -0.04 -0.07 -0.13 -0.16 0.10 0.11 0.12 0.12 0.13 0.11 0.10 0.10 0.08 0.12 0.12 0.10 0.10 0.09 0.09 0.11 0.10 0.03 0.08 -0.08 -0.21 -0.62 -0.06 -0.18 -0.18 -0.69 -0.02 -0.42 0.06 0.03 0.10 0.10 0.11 0.12 -0.30 1.10 -0.31 -0.35 -0.31 -0.07 -0.10 -0.12 -0.10 -0.07 0.02 0.02 0.01 0.02 0.02 0.01 0.07 0.05 0.11 0.09 0.09 0.09 0.11 -0.19 -0.23 -0.28 -0.05 -0.11 -0.13 -0.12 -0.06 0.11 0.09 0.08 0.09 0.10 -0.04 -0.37 -0.05 -0.07

=====

# 3
Entry from OMol25: an isolated molecule of C4H6N2O2 in a non-equilibrium geometry (ωB97M-V/def2-TZVPD).

The geometry in XYZ format:
```
14
Properties=species:S:1:pos:R:3:forces:R:3
H -1.913204 -2.257223 0.241116 -0.54 0.42 -0.65
N -2.144287 -1.300939 -0.093524 3.61 0.73 1.39
C -0.943411 -0.705514 -0.119543 -4.42 0.88 -1.20
O 0.205308 -1.223102 -0.335928 1.86 -3.83 -0.26
C 1.490168 -0.748308 -0.028968 1.97 0.35 0.59
C 1.599626 0.753117 -0.177290 -0.81 -1.85 1.43
C 0.391700 1.300196 -0.141479 0.18 3.15 1.21
N -0.831920 0.633519 -0.271926 -1.12 2.22 0.50
O -1.998495 1.451775 -0.176002 -1.85 -3.31 2.80
H 2.176012 -1.139414 -0.799896 -0.38 -0.81 0.69
H 1.767996 -1.090341 1.056664 -0.25 0.51 -1.98
H 2.567587 1.166975 0.130133 -0.80 0.40 -0.39
H 0.364695 2.371233 0.232534 -0.71 -1.24 -1.21
H -2.731779 0.788028 0.484114 3.26 2.38 -2.91
```
Forces are in eV/Å.

Results
E_HOMO: -8.41 eV
Kohn-Sham gap: 0.334 Ha
Largest force on an atom: 0.097 Eh/bohr
SMILES: [H]/N=C1\OCC=CN1O
Spin multiplicity: 1

For each atom in turn, the Löwdin charge in e is: 0.06 0.12 -0.51 0.03 -0.17 -0.07 -0.07 -0.10 -0.06 0.12 0.16 0.11 0.15 0.23

=====

In eV, the relative energy (zero: lowest compared OMol25 entry of this formula, charge and spin) values for the records above are, in order, 0.000, 0.555, 5.064.
In a.u., the calculated total energy values for the records above are, in order, -2300.8956, -5997.2151, -415.8545.